12
Properties=species:S:1:pos:R:3 method="wB97M-V/def2-TZVPD" homo_energy_ev=-10.29 e_above_lowest_ev=2.775 homo_lumo_gap_ev=5.865 charge=+1 mol_weight_g_mol=131.17 e_tot_ev=-27006.887 fmax_ev_per_a=4.9 lumo_energy_ha=-0.1625
C -3.69588 1.12277 0.15375
C -4.55129 0.27659 0.41442
H -5.32490 -0.45150 0.59754
C -3.14640 2.10993 -2.05031
C -1.70750 2.23146 -2.43655
O -0.89929 1.27245 -2.22344
Na -1.67756 -0.20433 -0.51909
H -3.75777 2.92174 -2.45970
H -3.48547 1.14527 -2.46050
H -2.52594 2.72777 -1.12232
H -1.48140 2.92454 -3.26724
K 1.89970 1.14750 -3.30536